Record 1
ORCA calculation (ωB97M-V/def2-TZVPD) on a cluster of 2 separate species, CClFO3P in total.

The calculation puts the frontier orbital gap (alpha / beta) at 6.814 / 6.810 eV. Its HOMO energy (alpha / beta) is -4.38 / -4.38 eV. As for the charge: -1.

Cartesian coordinates (Å):
C (-1.757, -0.408, -0.025)
O (1.681, 0.758, -1.506)
O (1.533, 1.424, 0.990)
O (-2.360, -1.214, -0.655)
F (-2.479, 0.356, 0.901)
P (1.325, 0.467, -0.109)
Cl (2.058, -1.382, 0.405)

=====

Record 2
ORCA calculation (ωB97M-V/def2-TZVPD) on a cluster of 2 separate species, C4H11NO in total.

The calculation puts the frontier orbital gap at 11.142 eV. As for the SMILES: NC=O.CCC. Its HOMO energy is -10.16 eV. As for the charge: 0.

Cartesian coordinates (Å):
N (-1.118, 1.624, -1.280)
C (0.209, 1.620, -1.717)
O (1.231, 1.471, -1.090)
H (-1.124, 1.723, -0.266)
H (-1.609, 2.418, -1.678)
H (0.348, 1.427, -2.793)
C (0.479, -2.588, 0.851)
C (-0.046, -1.562, 1.848)
C (-0.533, -0.275, 1.182)
H (1.269, -2.203, 0.210)
H (1.033, -3.380, 1.363)
H (-0.252, -2.954, 0.120)
H (-0.970, -1.995, 2.258)
H (0.676, -1.292, 2.623)
H (-0.892, 0.487, 1.883)
H (-1.395, -0.550, 0.612)
H (0.114, 0.161, 0.420)

=====

Record 3
ORCA calculation (ωB97M-V/def2-TZVPD) on the ion C4H8NO3 with charge -1.

The calculation puts the frontier orbital gap at 8.089 eV. As for the SMILES: N[C@H](CO)CC(=O)[O-]. Its HOMO energy is -4.23 eV. As for the charge: -1.

Cartesian coordinates (Å):
N (-1.102, -1.587, -0.462)
C (-0.096, -0.663, 0.050)
C (-0.505, -0.278, 1.574)
O (0.115, 0.895, 2.059)
C (0.045, 0.659, -0.712)
C (1.524, 0.831, -1.245)
O (2.076, -0.235, -1.631)
O (2.049, 1.955, -1.188)
H (-2.059, -1.263, -0.444)
H (-0.894, -1.655, -1.463)
H (0.861, -1.161, 0.111)
H (-0.312, -1.049, 2.312)
H (-1.580, -0.085, 1.518)
H (0.630, 1.301, 1.355)
H (-0.157, 1.625, -0.226)
H (-0.595, 0.708, -1.608)

=====

Record 4
ORCA calculation (ωB97M-V/def2-TZVPD) on an isolated molecule of C2H4N2O2S.

The calculation puts the frontier orbital gap at 8.868 eV. Its HOMO energy is -9.51 eV. As for the charge: 0.

Cartesian coordinates (Å):
C (-0.062, 0.747, -0.007)
C (0.316, -0.658, -0.038)
N (1.023, 1.830, -0.023)
N (2.171, 1.639, -0.169)
O (3.413, -0.396, 1.281)
O (3.438, -0.569, -1.157)
S (2.716, -0.182, 0.017)
H (-0.567, 1.116, -0.892)
H (-0.898, 0.808, 0.778)
H (0.339, -1.278, 0.765)
H (0.493, -1.174, -0.948)

=====

Record 5
ORCA calculation (ωB97M-V/def2-TZVPD) on a structure of composition C20H20BrClF2N10S2Sm.

The multiplicity is 6. The calculation puts the frontier orbital gap (alpha / beta) at 7.358 / 7.530 eV. The expectation value of S² is 8.7736. Its HOMO energy (alpha / beta) is -10.81 / -10.87 eV. As for the charge: +1.

Cartesian coordinates (Å):
Sm (0.347, -0.621, 0.097)
C (0.000, -2.045, -4.960)
S (-1.083, -0.647, -4.615)
C (-1.217, -0.729, -2.861)
S (-0.738, -2.125, -1.980)
N (-1.707, 0.326, -2.266)
N (-1.869, 0.069, -0.909)
C (-3.023, -0.042, -0.435)
C (-3.155, -0.584, 0.927)
C (-4.327, -0.598, 1.613)
C (-4.377, -1.138, 2.886)
C (-3.255, -1.742, 3.379)
C (-2.129, -1.735, 2.602)
N (-2.035, -1.108, 1.427)
H (0.124, -2.025, -6.044)
H (-0.458, -2.964, -4.668)
H (0.999, -1.964, -4.476)
H (-3.902, 0.168, -1.066)
H (-5.224, -0.122, 1.215)
H (-5.309, -1.122, 3.464)
H (-3.258, -2.263, 4.340)
H (-1.241, -2.188, 2.991)
Cl (2.809, 3.043, -4.933)
C (2.785, 1.504, -4.116)
C (3.610, 0.465, -4.517)
C (3.561, -0.694, -3.764)
C (2.767, -0.762, -2.635)
N (2.009, 0.278, -2.207)
C (2.016, 1.384, -2.948)
H (4.276, 0.542, -5.363)
H (4.134, -1.560, -4.050)
H (2.775, -1.658, -2.020)
H (1.405, 2.200, -2.669)
N (-0.727, 3.289, -2.141)
N (-0.442, 3.122, -0.794)
N (-0.626, 4.059, 0.101)
C (-0.144, 3.497, 1.202)
N (0.302, 2.261, 0.946)
N (0.131, 2.053, -0.342)
H (-1.122, 4.214, -2.295)
H (-1.238, 2.481, -2.474)
H (-0.124, 3.998, 2.166)
F (2.292, -1.950, 0.738)
C (2.800, -0.578, 0.761)
F (3.635, -0.582, 1.869)
H (3.499, -0.527, -0.105)
Br (-1.168, 1.751, 5.733)
C (-0.045, 0.493, 4.858)
C (0.598, -0.484, 5.606)
C (1.320, -1.462, 4.922)
C (1.298, -1.447, 3.537)
N (0.664, -0.521, 2.817)
C (0.021, 0.450, 3.483)
H (0.562, -0.417, 6.683)
H (1.887, -2.221, 5.438)
H (1.787, -2.218, 2.969)
H (-0.468, 1.195, 2.883)

=====

Record 6
ORCA calculation (ωB97M-V/def2-TZVPD) on a cluster of 2 separate species, C3H7OS in total.

The multiplicity is 2. The calculation puts the frontier orbital gap (alpha / beta) at 10.417 / 7.022 eV. The expectation value of S² is 0.7529. Its HOMO energy (alpha / beta) is -9.62 / -9.22 eV. As for the charge: 0.

Cartesian coordinates (Å):
O (-0.282, -1.022, -4.012)
C (0.167, -0.693, -2.946)
H (1.251, -0.732, -2.765)
H (-0.426, -0.138, -2.210)
C (-0.256, 0.167, 2.277)
C (-0.016, 0.509, 0.807)
S (1.142, -0.497, -0.153)
H (-1.040, -0.558, 2.472)
H (0.639, -0.205, 2.772)
H (-0.474, 1.096, 2.817)
H (-1.002, 0.526, 0.319)
H (0.297, 1.548, 0.622)

=====

Record 7
ORCA calculation (ωB97M-V/def2-TZVPD) on an isolated molecule of C2H4N2S2.

The calculation puts the frontier orbital gap at 8.545 eV. As for the SMILES: S/N=C\C=N\S. Its HOMO energy is -8.73 eV. As for the charge: 0.

Cartesian coordinates (Å):
S (1.588, 2.109, -0.295)
N (1.824, 0.461, -0.632)
C (0.894, -0.351, -0.328)
C (-0.423, -0.140, 0.285)
N (-1.274, -1.079, 0.057)
S (-2.730, -0.851, 0.838)
H (2.827, 2.578, -0.548)
H (1.052, -1.382, -0.708)
H (-0.531, 0.663, 1.016)
H (-3.228, -2.008, 0.316)

=====

Record 8
ORCA calculation (ωB97M-V/def2-TZVPD) on a structure of composition C38H29N4O2PPdS5.

The multiplicity is 2. The calculation puts the frontier orbital gap (alpha / beta) at 6.977 / 4.541 eV. The expectation value of S² is 0.7948. Its HOMO energy (alpha / beta) is -9.90 / -9.90 eV. As for the charge: +1.

Cartesian coordinates (Å):
Pd (-0.404, 0.207, 0.074)
S (1.604, 1.052, -0.642)
C (2.258, 0.758, 0.945)
N (1.497, 0.509, 1.957)
C (2.255, 0.310, 3.104)
C (1.743, 0.026, 4.368)
C (2.623, -0.137, 5.420)
C (4.003, -0.022, 5.232)
C (4.527, 0.258, 3.983)
C (3.641, 0.421, 2.926)
S (3.976, 0.775, 1.253)
H (0.674, -0.063, 4.503)
H (2.239, -0.359, 6.407)
H (4.670, -0.155, 6.072)
H (5.595, 0.350, 3.837)
S (1.159, 6.095, 2.456)
C (0.243, 5.132, 1.511)
S (0.414, 3.407, 1.364)
C (-0.849, 3.388, 0.186)
N (-1.363, 4.602, -0.068)
N (-0.781, 5.526, 0.661)
C (-1.194, 6.888, 0.463)
C (-1.563, 7.661, 1.551)
C (-1.973, 8.965, 1.325)
C (-2.009, 9.473, 0.034)
C (-1.645, 8.677, -1.044)
C (-1.235, 7.371, -0.834)
S (-1.436, 2.060, -0.658)
H (-1.542, 7.252, 2.551)
H (-2.267, 9.583, 2.163)
H (-2.327, 10.493, -0.134)
H (-1.676, 9.073, -2.050)
H (-0.947, 6.731, -1.657)
O (-2.187, -0.697, 0.750)
N (-3.298, -0.422, 0.085)
C (-3.594, -1.118, -1.027)
C (-4.765, -0.871, -1.708)
C (-5.643, 0.094, -1.237)
C (-5.318, 0.790, -0.084)
C (-4.133, 0.516, 0.564)
H (-2.864, -1.866, -1.305)
H (-4.980, -1.444, -2.598)
H (-6.568, 0.297, -1.758)
H (-5.972, 1.548, 0.322)
H (-3.794, 0.998, 1.467)
O (0.465, -1.662, 0.246)
P (0.752, -2.756, -0.758)
C (1.100, -2.151, -2.415)
C (0.157, -1.341, -3.049)
C (0.404, -0.848, -4.319)
C (1.589, -1.168, -4.971)
C (2.522, -1.985, -4.354)
C (2.275, -2.483, -3.080)
C (-0.657, -3.859, -0.900)
C (-0.937, -4.552, -2.077)
C (-2.043, -5.388, -2.139)
C (-2.867, -5.529, -1.029)
C (-2.591, -4.837, 0.143)
C (-1.487, -4.000, 0.212)
C (2.163, -3.700, -0.205)
C (3.249, -2.976, 0.289)
C (4.375, -3.647, 0.735)
C (4.418, -5.035, 0.687)
C (3.338, -5.756, 0.197)
C (2.205, -5.090, -0.250)
H (-0.768, -1.073, -2.554)
H (-0.328, -0.215, -4.804)
H (1.779, -0.782, -5.964)
H (3.445, -2.236, -4.859)
H (3.010, -3.116, -2.599)
H (-0.301, -4.428, -2.945)
H (-2.262, -5.927, -3.051)
H (-3.728, -6.182, -1.079)
H (-3.237, -4.948, 1.004)
H (-1.278, -3.433, 1.110)
H (3.200, -1.894, 0.335)
H (5.216, -3.089, 1.124)
H (5.297, -5.558, 1.039)
H (3.373, -6.836, 0.170)
H (1.358, -5.652, -0.623)

=====

Which value of charge does entry 5 give?
+1